{"formula": "C20H68N6O14", "method": "ωB97M-V/def2-TZVPD", "homo_ev": -8.95, "e_tot_ha": -2184.4941, "de_lowest_kj_mol": 123.62, "multiplicity": 1, "species": ["O", "H", "H", "N", "H", "O", "C", "H", "H", "O", "H", "C", "C", "H", "H", "H", "N", "H", "H", "H", "H", "H", "H", "C", "H", "H", "H", "C", "O", "C", "O", "C", "H", "H", "N", "H", "H", "H", "N", "H", "H", "C", "C", "H", "H", "H", "H", "H", "H", "H", "H", "H", "H", "H", "H", "N", "H", "H", "C", "H", "H", "H", "O", "H", "C", "O", "C", "H", "C", "C", "H", "H", "H", "O", "H", "H", "H", "C", "H", "O", "O", "H", "H", "C", "H", "H", "H", "O", "H", "O", "H", "O", "C", "N", "H", "C", "H", "H", "H", "O", "H", "H", "C", "H", "H", "H", "C", "H"], "coordinates": [[3.1975, 1.4944, 3.6694], [-2.6688, 1.3100, 2.3276], [1.3020, -3.7343, -3.4016], [0.8237, 3.3181, 5.4339], [2.1786, -0.1392, 3.1601], [2.2201, 3.1424, 0.4958], [1.1725, -3.1810, 2.5940], [-1.1452, 3.4204, -1.6767], [3.7982, -0.5348, 1.4827], [-4.3093, -0.6880, -0.8691], [1.7362, 3.8039, 5.4980], [-1.3883, -2.6118, -4.0953], [-3.8907, 0.3475, -3.9181], [3.2117, 1.4645, -0.2380], [-4.5513, -0.4760, -3.9867], [-4.1509, 2.9430, 1.9929], [-3.4217, 3.3352, 1.3840], [0.0841, -1.7912, -5.0282], [4.5995, -0.8012, 3.6170], [-1.3458, 2.2422, 3.4161], [-3.7158, 1.8011, -5.5815], [0.7269, -3.0071, 0.7096], [2.1115, 1.2490, -4.3062], [-0.8612, -0.8984, 4.1870], [0.8288, -3.6342, 3.4852], [-4.3076, 1.1976, -3.3695], [-3.5062, 4.3046, 1.0439], [-0.2418, 0.2871, -0.5659], [0.4138, 0.1365, -4.6756], [4.1863, 0.2209, 0.7772], [-0.2645, -2.6873, -4.9107], [2.4978, -3.8058, 2.2384], [-2.2841, 0.9071, -5.2480], [3.6098, -1.5415, -2.1853], [2.0403, -3.0756, -2.9986], [2.7080, -0.9130, -0.8113], [-1.5448, 2.6734, 5.1505], [1.7882, 2.8551, -1.5179], [-1.8610, 1.8887, 1.9309], [0.5501, 0.9008, -0.9896], [-3.8513, -1.4744, 1.0834], [2.7469, 0.1941, 4.0265], [-2.6358, -2.3917, -0.5460], [-0.4011, -0.4505, -1.3828], [2.8942, -3.3392, 1.3249], [-1.1100, 4.1815, -3.3030], [-1.7927, -0.5477, 3.6592], [3.2350, -3.5972, 3.1023], [-1.6851, 1.4480, -3.1778], [2.2586, 4.5477, -1.0563], [-2.5809, 3.3857, -2.7395], [1.9891, 0.0920, 4.8278], [4.2763, -0.5422, 5.2203], [0.7305, 3.8720, -0.6719], [-0.8512, -1.9667, 4.2486], [-0.8820, 2.4877, 4.3651], [2.6241, -4.8775, 2.0566], [-0.9504, -1.9495, -3.3425], [1.7026, 0.2956, -4.0549], [-3.4904, 0.0401, -6.0535], [2.8502, -2.9015, -3.6554], [-2.2122, -2.1307, -4.6528], [0.6649, -2.6431, -1.1383], [1.2039, -0.8471, 0.6293], [-3.4283, -1.1950, 0.0811], [-0.8661, -0.1797, 5.3199], [-1.7564, -4.0396, -3.6791], [4.2860, 1.0569, 1.4383], [3.7839, -0.8260, 4.3029], [1.8303, -2.4639, -1.8828], [3.4491, -1.8895, 4.4215], [0.2821, 3.0605, 6.2676], [0.0663, -0.6470, 3.7049], [0.2802, -3.2667, 1.4996], [-4.7986, 0.0811, -0.4743], [1.4200, -2.1344, 2.8967], [-3.1343, -0.5155, -2.3062], [1.7742, 3.6320, -0.7502], [5.0914, -0.1749, 0.3350], [-1.1597, 3.8717, 0.9375], [-1.0260, 2.1560, -3.2840], [-2.4690, -4.5417, -4.3662], [-2.6963, -0.4424, 0.3890], [-3.3442, 0.7961, -5.2645], [2.3406, -0.5796, -4.2385], [-3.3871, -3.1748, -0.7087], [-1.8016, -2.7571, 0.1139], [-2.8474, -0.1202, -3.1479], [-0.7709, 0.7202, 5.0284], [0.5202, 0.8257, 1.5299], [-0.1181, 0.8581, -4.2823], [3.1710, 0.5538, -0.0936], [-2.1760, 3.0629, 1.4559], [2.8081, -1.6413, -1.5641], [1.2983, 1.2952, 1.2058], [0.2539, -0.2713, 0.7467], [-2.0584, -2.0142, -1.4144], [-0.5244, -0.8908, 1.2027], [-2.1231, -4.0373, -2.6587], [1.0453, 3.1671, 3.0776], [1.7336, 3.4884, 1.2205], [2.3926, 2.0286, 3.6457], [0.3550, 2.9003, 4.3124], [-0.8971, 1.4609, 1.8395], [-1.0384, 1.0436, -0.5048], [1.6199, 0.5264, -3.0327], [-1.4878, 3.3460, -2.7165], [-0.9534, -4.7372, -3.5933]], "forces_ev_per_angstrom": [[0.588, -0.796, 1.353], [1.799, 0.781, -1.132], [1.363, 1.631, 0.920], [2.256, 0.930, 3.337], [-0.227, -0.293, -0.321], [1.562, -1.051, -1.282], [1.279, 0.560, -1.282], [-0.176, 0.229, -0.110], [0.148, -0.172, -0.466], [-1.652, 1.221, 0.357], [-1.100, -0.768, -0.077], [0.429, -0.120, 0.002], [0.159, 1.011, 0.074], [-0.251, 2.434, -0.329], [-1.474, -0.421, -0.465], [0.749, 0.347, -0.596], [-4.254, 3.209, -0.460], [-0.209, 0.034, 0.036], [0.442, -0.098, -1.023], [0.937, 0.620, 1.726], [-0.075, -0.952, 0.117], [0.542, 0.395, -1.570], [0.970, 0.477, -1.431], [-0.768, 0.265, -2.696], [-1.161, -0.714, 0.689], [-0.697, 0.034, -0.305], [-0.677, -0.750, 0.390], [0.476, -0.122, -1.980], [0.552, 0.159, 0.553], [-0.262, -0.848, 2.258], [1.515, -0.697, -2.167], [2.396, 0.313, 0.983], [0.887, 0.094, 0.416], [-0.542, -0.003, 0.439], [-0.572, -3.705, -4.866], [0.091, -0.952, -1.321], [1.336, -0.051, -0.905], [0.582, -0.022, 0.020], [-1.144, -3.649, 2.101], [0.487, 0.145, 0.020], [-0.476, -0.158, -1.034], [-1.885, -0.780, -1.333], [0.156, 1.023, 1.067], [-0.361, 0.249, 0.796], [0.067, 0.157, 0.255], [0.075, 0.087, 0.067], [0.855, -0.876, -0.719], [-0.892, -0.152, -1.366], [0.017, -0.076, 0.305], [0.629, 0.085, -0.195], [-0.018, 0.105, 0.059], [0.332, 0.904, 0.193], [0.187, -0.116, 0.710], [-0.684, 0.219, 0.103], [-0.387, -0.618, 0.777], [-3.770, -1.636, -1.287], [-0.915, -0.026, 0.145], [-1.493, -0.232, 1.023], [-0.734, 0.094, -0.732], [-0.348, 0.404, 0.216], [-1.538, -0.150, 1.526], [0.094, -0.095, 0.557], [5.435, 0.702, -3.245], [-1.060, 0.046, -0.037], [2.360, -1.163, 1.712], [-0.082, 0.245, 3.974], [-0.983, 0.331, 0.230], [1.029, 0.587, 0.389], [1.081, -0.490, 1.157], [-5.138, 0.051, 4.033], [-0.137, 1.179, -0.219], [0.955, 0.477, -0.379], [0.114, 0.007, -1.346], [-1.057, -0.513, 2.417], [0.693, -1.093, -0.704], [-0.392, -0.357, -0.442], [-0.408, 0.377, -0.421], [-1.152, 0.049, 0.263], [0.304, 0.254, -0.321], [-5.492, -3.525, 2.381], [0.248, -0.985, -0.602], [0.167, 0.588, 0.417], [0.142, 0.304, -0.348], [-0.718, 0.310, -0.929], [-0.259, 0.542, -0.094], [0.602, -0.014, -0.520], [-1.068, 0.268, -0.212], [2.564, -0.293, 0.965], [0.134, 0.656, 0.098], [0.162, 0.881, 2.220], [0.092, -0.335, -0.342], [-0.832, -1.857, -0.994], [8.605, 3.119, -3.538], [0.955, 1.877, 2.111], [0.076, 0.382, -0.108], [0.064, -0.881, -1.638], [-0.784, -0.570, 0.070], [0.377, -0.027, 0.275], [-0.654, 0.049, 0.038], [-3.094, -2.011, 6.400], [-1.042, 0.645, 1.117], [-0.090, 0.617, -0.629], [2.986, 3.240, -7.489], [-0.162, 0.464, -0.329], [-0.223, -0.654, 0.341], [-0.488, -0.843, 1.924], [-0.248, 0.323, 0.498], [1.208, -0.077, -0.282]]}